(1)
60
Properties=species:S:1:pos:R:3:forces:R:3 method="wB97M-V/def2-TZVPD" total_charge=-1 e_homo_ev=-4.36 gap_ev=6.300
C 4.7888 -0.0024 -0.0246 -0.666 0.299 0.825
C 4.0038 -0.2062 1.0770 0.722 -0.793 -0.007
B 3.1891 -1.5762 1.4316 1.163 -0.113 0.150
C 4.0300 -2.6822 2.3261 -0.430 0.090 -0.840
S 5.6940 -2.2597 2.6462 -0.176 -0.920 1.994
O 6.3438 -3.3820 3.2988 0.213 -0.408 -0.638
O 5.8277 -1.0366 3.3914 -0.124 0.689 -0.702
P 1.5259 -1.0385 2.2940 0.956 -0.130 0.451
O 0.3152 -1.8631 1.5833 -0.055 0.510 -0.313
O 1.2032 0.4969 1.8133 -0.467 -0.048 -0.222
S 1.4590 -1.1473 4.2333 -0.272 -0.120 0.123
H 4.5502 0.8139 -0.6941 1.203 1.157 0.531
H 5.6705 -0.5974 -0.2150 -0.720 -1.213 -1.209
H 3.9241 0.6169 1.7845 -1.423 0.911 -0.797
H 2.8797 -2.0950 0.3688 -0.276 0.459 0.820
H 3.5824 -2.9614 3.2715 0.087 0.210 0.511
H 4.0871 -3.6005 1.7497 0.248 -0.315 -0.084
H 6.2416 -2.1826 1.4084 -0.117 0.347 -0.082
H 0.4763 -1.7775 0.6287 -0.106 -0.304 0.057
H 1.6029 1.1024 2.4503 -0.054 0.002 -0.020
Cl -2.2464 0.3198 -2.2084 -0.032 0.030 -0.034
C -1.3440 1.2580 -0.9847 0.133 -0.047 -0.078
C -2.2568 1.9864 -0.0444 0.041 -0.006 0.229
Cl -3.1480 3.3135 -0.8546 -0.046 -0.044 0.008
H -0.6819 1.9393 -1.5095 -0.019 0.040 -0.066
H -0.7377 0.5550 -0.4227 0.037 -0.073 0.124
H -1.6736 2.4367 0.7550 0.065 0.048 -0.010
H -2.9887 1.3182 0.3974 -0.092 -0.012 -0.054
Cl -3.3687 7.8907 -2.4159 -0.004 0.026 0.009
C -4.3524 6.7385 -1.4752 0.053 -0.049 0.018
C -5.7629 6.6468 -1.9876 -0.069 -0.081 0.014
Cl -6.6913 8.1437 -1.6937 -0.012 0.010 -0.026
H -4.3257 7.0468 -0.4349 0.000 0.076 0.031
H -3.8750 5.7664 -1.5589 0.036 -0.005 -0.049
H -6.2849 5.8437 -1.4725 0.001 -0.010 0.065
H -5.7844 6.4450 -3.0537 0.009 0.069 -0.068
Cl 3.3941 -3.1541 -1.5761 0.203 -0.264 -0.798
C 1.9536 -4.1441 -1.8860 0.106 -0.119 0.198
C 1.1470 -3.6628 -3.0588 -0.099 -0.105 -0.154
Cl 0.3285 -2.1062 -2.7626 0.019 0.036 0.034
H 1.3617 -4.1653 -0.9719 -0.015 0.080 0.002
H 2.3054 -5.1532 -2.0906 -0.040 -0.057 -0.037
H 0.3637 -4.3867 -3.2786 -0.027 -0.026 0.070
H 1.7672 -3.5473 -3.9427 0.073 0.085 -0.006
Cl -0.8650 -6.6505 -4.8641 0.004 -0.030 0.014
C -2.4459 -5.8781 -5.1579 -0.053 -0.012 -0.113
C -2.5329 -4.5087 -4.5404 -0.014 0.136 0.011
Cl -2.5554 -4.5707 -2.7636 0.016 -0.036 0.051
H -3.2171 -6.5369 -4.7714 0.017 -0.050 0.092
H -2.5645 -5.8010 -6.2365 0.042 0.034 -0.038
H -3.4555 -4.0242 -4.8526 -0.051 -0.026 -0.019
H -1.6977 -3.8817 -4.8416 0.067 0.013 0.036
Cl -0.3228 1.9043 4.5811 -0.035 0.060 0.057
C -0.8031 3.2272 5.6683 0.038 -0.108 -0.028
C -1.6205 4.2834 4.9734 -0.084 0.066 0.111
Cl -0.6574 5.2134 3.7948 -0.019 0.004 -0.056
H 0.0989 3.6496 6.1012 0.058 0.036 -0.028
H -1.3917 2.7794 6.4668 -0.067 0.012 0.008
H -1.9983 4.9967 5.7035 0.033 0.034 0.027
H -2.4648 3.8479 4.4475 0.024 -0.045 -0.095

(2)
51
Properties=species:S:1:pos:R:3:forces:R:3 method="wB97M-V/def2-TZVPD" total_charge=-1 e_homo_ev=-3.53 gap_ev=5.738
C -3.9358 1.1488 -1.3544 0.169 -0.006 -0.152
C -3.3188 1.2026 -2.7478 -0.198 0.610 -0.060
C -1.9602 1.9330 -2.8099 -0.057 -0.520 0.275
Ga -0.6094 1.4779 -1.3021 -0.347 0.012 -0.122
N 0.7886 2.8303 -1.0887 0.089 -0.493 0.241
B 0.4179 -0.3579 -1.6151 0.294 -0.117 -0.055
O 1.7256 -0.4560 -1.1456 -0.588 -0.495 0.432
N -0.0680 -1.6013 -2.2875 0.403 0.066 -0.188
C -1.1510 -2.2371 -1.5657 0.298 0.164 0.023
C -0.4052 -1.4180 -3.6835 -0.144 -0.437 -0.047
H -3.8045 2.1184 -0.8741 -0.034 0.051 0.130
H -3.4335 0.4152 -0.7325 -0.021 -0.001 0.125
H -5.0025 0.9211 -1.3736 -0.065 -0.112 -0.039
H -3.2368 0.2012 -3.1756 0.024 -0.145 0.083
H -4.0354 1.7406 -3.3828 -0.025 -0.112 -0.215
H -1.5133 1.6687 -3.7731 0.212 0.170 -0.059
H -2.1446 3.0101 -2.8390 0.040 0.118 0.090
H -1.3532 1.3946 0.1444 0.022 0.147 0.129
H 1.2825 3.0314 -1.9505 -0.157 0.197 0.137
H 0.4407 3.6922 -0.6908 0.023 0.175 -0.178
H 1.7842 0.1997 -0.4417 0.380 0.488 -0.332
H -2.0964 -1.6776 -1.6101 -0.145 -0.033 -0.081
H -0.8782 -2.3225 -0.5146 -0.003 -0.088 0.089
H -1.2894 -3.2494 -1.9524 -0.216 -0.060 -0.020
H -1.2898 -0.7892 -3.8511 0.011 0.186 0.006
H -0.6269 -2.3975 -4.1236 -0.019 -0.042 -0.050
H 0.4406 -1.0190 -4.2404 0.024 0.195 0.020
C -1.5382 -1.1064 2.2615 -0.164 -0.013 0.166
C -2.9304 -0.9457 1.8629 0.095 0.148 -0.310
N -3.9972 -0.7725 1.4770 -0.172 -0.187 0.265
H -1.0898 -0.1252 2.3878 0.027 0.037 -0.115
H -1.4724 -1.6614 3.1956 0.017 -0.027 0.009
H -0.9904 -1.6392 1.4895 0.048 0.053 -0.014
C 1.4909 0.7555 5.0791 -0.042 0.006 -0.005
C 1.4440 -0.2037 3.9842 0.049 -0.002 -0.098
N 1.4086 -0.9466 3.1112 0.121 -0.123 0.102
H 1.0371 0.3211 5.9674 -0.001 0.008 0.020
H 2.5247 1.0160 5.2949 0.009 0.013 0.012
H 0.9453 1.6548 4.8003 -0.004 0.013 -0.006
C 2.2526 -4.5811 2.7431 0.001 0.092 0.005
C 1.8523 -4.9292 4.1007 -0.036 -0.012 0.053
N 1.5370 -5.2035 5.1700 0.026 0.004 -0.015
H 1.6008 -5.0753 2.0260 -0.009 0.011 -0.018
H 2.1818 -3.5025 2.6048 -0.030 0.010 -0.026
H 3.2789 -4.8988 2.5711 0.009 -0.003 -0.020
C 4.5145 3.7158 -0.4188 -0.034 -0.101 0.070
C 3.8604 3.7562 -1.7165 -0.049 0.035 -0.047
N 3.3378 3.7980 -2.7353 0.215 0.110 -0.242
H 4.4070 4.6780 0.0775 -0.008 0.003 0.018
H 4.0454 2.9455 0.1903 -0.051 0.006 0.001
H 5.5722 3.4898 -0.5424 0.011 0.002 0.011

(3)
55
Properties=species:S:1:pos:R:3:forces:R:3 method="wB97M-V/def2-TZVPD" e_homo_ev="-6.19 / -6.13" gap_ev="4.922 / 4.863" de_lowest_kj_mol=0.00
O 0.3032 -3.6659 -2.8549 -0.351 -3.669 0.921
H 0.6085 -4.4566 -3.3299 -0.221 0.119 0.448
Sn 0.8983 -1.0145 -0.9305 -3.054 -0.563 -3.280
N -0.7518 -2.1274 -0.0780 -1.287 0.915 -0.781
N -1.0714 -0.0283 -1.4694 -1.586 -1.896 0.129
N 2.3019 -0.7444 0.6782 2.055 1.588 1.581
N 1.5417 1.1123 -0.9272 2.374 2.189 2.375
O -0.6909 -2.8460 0.9495 0.526 -1.130 0.680
O 2.7289 -1.7322 1.5663 -0.531 0.440 -0.875
O 0.9232 2.1313 -1.5467 0.842 -0.744 0.231
O -1.3670 1.2028 -1.7242 0.767 1.744 -0.750
C -2.0737 -0.9389 -1.5993 1.852 1.071 0.165
C -1.8602 -2.1444 -0.8948 1.458 0.089 0.580
C 2.9904 0.3852 0.7641 -1.187 -3.507 0.693
C 2.5223 1.4488 -0.0670 -2.685 0.441 -2.647
C -2.6634 -3.3785 -0.9815 -0.566 -0.299 0.224
H -2.1601 -4.1075 -1.6362 -0.050 0.191 0.185
H -3.6516 -3.1699 -1.3991 0.090 -0.154 0.105
H -2.7732 -3.8237 0.0143 -0.010 0.039 -0.247
C -3.2980 -0.5591 -2.3422 -0.497 -0.129 -0.144
H -3.0504 -0.3142 -3.3843 -0.061 0.086 0.252
H -3.7707 0.3203 -1.8851 0.138 -0.130 -0.167
H -4.0206 -1.3817 -2.3468 0.135 0.209 -0.020
C 4.0725 0.4740 1.7665 0.691 0.575 0.065
C 2.9720 2.8528 0.1326 0.225 0.283 0.084
H 4.5456 -0.5017 1.9118 -0.173 0.258 -0.039
H 3.6730 0.8083 2.7343 0.017 -0.129 -0.193
H 4.8265 1.2010 1.4489 -0.121 -0.069 0.103
H 2.3606 3.5480 -0.4497 0.136 -0.268 0.126
H 4.0223 2.9616 -0.1732 -0.213 0.010 0.042
H 2.9144 3.1273 1.1968 0.028 -0.101 -0.278
H 2.2727 -2.5457 1.2570 -0.247 0.261 -0.255
H -0.0814 1.7822 -1.6614 -1.162 -0.243 -0.343
C 1.1136 -1.4762 -3.2298 0.892 3.610 0.799
H 0.5925 -2.3523 -3.6020 0.204 1.165 0.322
H 2.2027 -1.5635 -3.3417 -0.134 -0.004 -0.267
H 0.7707 -0.5395 -3.6935 0.331 -0.055 -0.037
O 1.6387 -2.8539 -0.7528 2.195 -1.909 0.776
H 0.8803 -3.5658 -2.0316 -0.631 -0.134 -0.740
H 2.5741 -2.9194 -1.0234 -0.545 -0.029 0.055
C -2.2140 3.0789 3.1536 -0.267 -0.217 0.198
N -1.2998 2.4745 2.1995 -0.089 -0.053 0.150
C -0.2127 3.2880 1.7032 0.284 0.218 -0.219
C -1.3073 1.1610 1.8552 0.870 -0.021 -0.972
C -2.3859 0.2727 2.4135 -0.037 -0.127 0.100
O -0.4417 0.7486 1.0624 -0.565 0.157 1.180
H -2.0344 4.1579 3.1586 -0.187 -0.272 0.040
H -2.0550 2.6938 4.1733 -0.049 0.167 -0.211
H -3.2590 2.8901 2.8727 0.258 0.139 0.091
H 0.7510 2.9843 2.1413 -0.208 0.041 -0.078
H -0.1298 3.2119 0.6123 -0.029 -0.012 0.239
H -0.4158 4.3247 1.9852 0.168 -0.164 -0.157
H -3.1928 0.1769 1.6747 0.195 0.032 0.118
H -1.9611 -0.7203 2.5815 -0.057 0.105 -0.144
H -2.8081 0.6523 3.3492 0.069 -0.114 -0.216

(4)
57
Properties=species:S:1:pos:R:3:forces:R:3 method="wB97M-V/def2-TZVPD" e_homo_ev=-8.64 gap_ev=8.793 smiles="CCOB(O)N(N=C=O)C(=O)O[C@@H](I)CC.CN(C)P(=O)(N(C)C)N(C)C"
C -0.7266 6.0700 -1.0093 0.081 0.013 0.334
C -0.2439 5.0573 0.0144 -1.019 0.287 -0.219
O 0.4033 5.7600 1.0858 0.532 -0.527 -0.063
B 0.8326 4.9378 2.0897 -0.307 0.577 -0.281
O -0.1048 4.2311 2.7815 0.170 -0.415 -0.189
N 2.3072 4.8500 2.3463 -0.082 0.046 0.065
N 2.7777 5.5542 3.5265 -0.180 -0.180 0.349
C 2.2623 5.2398 4.6023 -0.460 -0.683 0.051
O 1.7846 4.9480 5.6187 0.401 0.467 -0.175
C 2.9142 3.5759 2.1942 0.016 0.782 -0.010
O 3.7270 3.3529 1.3628 0.461 -0.530 -0.374
O 2.4242 2.6593 3.0690 -0.038 -0.012 -0.134
C 2.9980 1.3762 3.0380 0.023 -1.120 0.966
I 4.0231 1.1344 4.9465 0.126 0.084 -0.193
C 1.9629 0.2426 2.9178 0.142 0.187 -0.640
C 0.6913 0.6111 2.1385 -0.348 -0.172 0.283
H -1.5724 5.6755 -1.5693 0.150 -0.113 -0.219
H -1.0966 6.9332 -0.4570 0.044 0.102 -0.060
H 0.0745 6.3839 -1.6733 -0.052 0.076 -0.090
H 0.4161 4.3081 -0.4298 0.198 0.116 0.030
H -1.1240 4.5291 0.3897 0.099 -0.066 0.236
H 0.2333 3.4172 3.1732 0.062 0.183 0.401
H 3.7822 1.2337 2.3079 -0.031 0.688 -0.224
H 1.7487 -0.1893 3.8895 -0.272 0.236 0.093
H 2.4612 -0.5504 2.3585 0.139 -0.063 0.141
H -0.1577 0.1752 2.6643 -0.129 -0.012 -0.153
H 0.4930 1.6779 2.0777 0.114 0.059 0.043
H 0.6759 0.2310 1.1192 0.126 -0.051 -0.023
O -0.7236 -1.0098 -1.5239 -3.077 0.966 -0.599
P -1.2595 -2.3860 -1.7502 4.506 -3.452 0.537
N -1.1370 -3.0646 -0.1944 0.534 0.233 0.246
C -0.9186 -4.4585 0.1208 -0.360 -0.373 -0.267
C -2.0288 -2.4417 0.7720 -0.184 0.417 -0.103
N -0.0176 -2.9960 -2.8145 0.177 -0.453 0.301
C 1.1712 -3.6240 -2.2552 -0.016 -0.125 0.173
C 0.3748 -2.0029 -3.8124 -0.198 0.143 -0.047
N -2.4864 -3.4773 -2.3726 -1.621 2.596 -0.344
C -2.1299 -4.6481 -3.1548 0.365 -0.231 -0.113
C -3.5825 -2.7505 -3.0445 -0.078 0.112 0.246
H -1.8170 -5.0789 -0.0188 0.008 0.011 0.003
H -0.6164 -4.5432 1.1667 -0.082 0.115 0.036
H -0.1068 -4.8900 -0.4554 -0.118 0.037 -0.070
H -3.0642 -2.8000 0.6689 0.030 -0.068 0.094
H -2.0308 -1.3587 0.6419 0.024 -0.020 -0.065
H -1.6949 -2.6394 1.7919 0.068 -0.132 -0.044
H 1.6062 -3.0554 -1.4229 0.051 -0.033 -0.011
H 1.9313 -3.7308 -3.0304 -0.043 0.161 -0.071
H 0.9638 -4.6408 -1.9204 0.018 0.060 0.020
H 1.0684 -1.2570 -3.4103 -0.049 0.048 -0.006
H -0.4969 -1.4700 -4.1964 0.014 0.011 0.017
H 0.8503 -2.5048 -4.6581 0.001 -0.087 0.046
H -1.6985 -4.4081 -4.1298 0.034 0.008 0.024
H -3.0454 -5.2235 -3.3169 -0.084 0.112 0.114
H -1.4440 -5.2994 -2.6168 0.111 0.124 -0.008
H -3.2652 -2.3143 -4.0000 -0.084 -0.067 -0.052
H -3.9411 -1.9381 -2.4072 0.036 -0.003 -0.024
H -4.4280 -3.4135 -3.2297 0.050 -0.068 0.020

Calculated total energy values (in eV) by entry order: -179003.7492; -77992.4371; -41557.2380; -51768.9476.